Entry from the OMol25 dataset: a molecular structure, C12H22Br6N6O10 (ωB97M-V/def2-TZVPD).

Each line ends with the Löwdin charge.
Cartesian coordinates (Å):
1 C 15.21292 9.37274 8.27401  0.039
2 N 14.56170 10.67726 8.39754  -0.415
3 O 14.42006 11.09074 9.55089  -0.044
4 O 14.17143 11.29358 7.38745  0.033
5 H 15.72608 9.16450 9.22406  0.114
6 H 15.87091 9.32790 7.42938  0.094
7 H 14.33820 8.72472 8.04557  0.089
8 C 5.61073 15.57835 4.86837  0.024
9 N 4.54825 14.85818 5.53357  -0.452
10 O 4.12602 15.40594 6.52987  0.065
11 O 4.09076 13.84844 5.01768  0.064
12 H 5.19637 16.30303 4.19810  0.102
13 H 6.29426 14.88427 4.38950  0.105
14 H 6.20834 16.11266 5.56874  0.081
15 C 17.90991 13.73390 9.18616  0.013
16 N 17.38668 12.98043 8.04658  -0.409
17 O 17.18918 11.77444 8.22057  0.049
18 O 17.27840 13.62780 7.00534  0.068
19 H 18.12229 14.75499 8.93915  0.080
20 H 18.85267 13.28780 9.61145  0.125
21 H 17.15303 13.58475 9.92310  0.067
22 C 13.69504 14.18435 6.41372  0.022
23 N 12.27266 14.53621 6.55660  -0.398
24 O 11.94032 15.39060 7.35530  -0.006
25 O 11.47138 13.92394 5.88377  0.079
26 H 14.06646 13.57546 7.17814  0.007
27 H 14.37779 15.04022 6.50100  0.113
28 H 13.94902 13.72851 5.49786  0.095
29 C 10.74685 18.34578 6.26804  0.040
30 N 10.37882 17.18423 5.37305  -0.436
31 O 11.17304 17.00688 4.46369  0.053
32 O 9.31005 16.61479 5.50900  0.040
33 H 10.16621 19.22194 5.93296  0.104
34 H 11.83550 18.53426 6.21238  0.103
35 H 10.44425 18.13782 7.29120  0.079
36 N 12.18882 7.51094 7.81975  0.049
37 C 12.51060 6.58656 8.78335  -0.152
38 C 12.34683 6.78572 10.11401  -0.087
39 C 11.65325 7.91003 10.54839  -0.083
40 C 11.34754 8.84766 9.63132  -0.089
41 C 11.61116 8.63730 8.25687  -0.147
42 H 12.80444 5.62240 8.40866  0.100
43 H 12.75659 6.10663 10.81811  0.095
44 H 11.36914 7.91677 11.61475  0.123
45 H 10.74217 9.69881 9.93083  0.087
46 H 11.24246 9.46707 7.59926  0.123
47 C 13.61799 15.79731 9.84233  -1.574
48 Br 15.45871 16.56068 10.08969  0.513
49 Br 12.26744 16.49933 11.05745  0.583
50 Br 13.80598 13.93526 9.96551  0.680
51 H 13.49264 16.22305 8.84798  -0.058
52 C 8.86578 13.91744 8.23569  -1.603
53 Br 8.44642 15.63071 9.01975  0.583
54 Br 7.33725 12.72745 7.93858  0.562
55 Br 10.23055 12.93543 9.16785  0.577
56 H 9.24722 14.17124 7.25935  -0.067

Forces on the atoms, in the same order (eV/Å):
-0.88 -0.85 0.09
-0.40 2.18 -0.10
-0.06 -0.32 -1.18
0.71 -1.42 1.73
-0.45 -0.03 -0.51
0.29 0.37 -0.39
0.76 -0.08 0.42
1.73 -0.35 -0.68
-1.02 -0.07 0.03
-0.36 -0.41 0.37
0.43 0.48 0.40
-0.43 0.08 -0.55
-0.36 -0.12 -0.42
0.09 0.37 0.89
1.29 -0.74 1.31
1.15 -0.23 -1.01
-0.12 1.54 -0.66
-0.52 -1.35 0.74
-0.38 0.35 -0.29
-1.00 0.00 -0.83
-0.48 0.42 0.78
1.41 1.80 -0.23
-0.35 -0.55 -0.38
0.33 0.43 0.25
0.23 -0.11 -0.05
-0.38 -1.27 1.36
-0.83 0.43 -0.06
-0.53 -0.63 -1.15
-0.09 0.21 0.45
0.23 0.90 -0.52
-0.39 -0.52 0.31
0.71 0.31 0.22
0.31 -0.49 -0.11
-0.79 -0.27 -0.20
-0.03 -0.28 -0.06
-0.56 0.12 0.74
-0.31 0.86 -1.85
-0.18 0.42 0.36
0.68 -1.19 1.44
-1.32 1.08 -0.99
-0.04 0.20 0.80
0.57 -0.10 -0.17
-0.05 -0.82 0.47
0.20 0.58 -0.68
0.22 0.11 -0.18
0.78 -1.19 0.03
1.02 1.40 0.23
-0.45 0.14 0.44
0.61 -0.16 -0.52
-0.24 -0.54 -0.22
-0.84 -0.78 0.22
-0.24 -0.25 -0.33
-0.11 -0.41 0.14
0.23 0.64 0.13
0.03 0.25 0.08
0.16 -0.16 -0.14

Orbital gap = 9.609 eV
DFT total energy = -462455.6898 eV
HOMO energy = -0.3667 Ha
Total charge = 0